Molecular formula: C3H3FOS
Method: DFT, wB97M-V/def2-TZVPD

Geometry as ORCA input:
```
! wB97M-V def2-TZVPD RIJCOSX def2/J DEFGRID3
* xyz 0 1
C -1.6382 -0.0705 -0.4468
C -0.4583 0.7179 0.2061
C 0.6722 -0.0872 0.7050
H -2.6049 0.3386 -0.3136
H -1.4022 -0.2022 -1.4871
H 0.6568 -0.4135 1.7462
O -0.3723 1.9145 0.0075
F -1.6930 -1.3312 0.1691
S 1.8819 -0.4012 -0.2696
*
```

Computed properties:
frontier orbital gap: 8.47 eV
E_HOMO: -9.33 eV
relative energy (zero: lowest compared OMol25 entry of this formula, charge and spin): 21.2 kcal/mol
structure (SMILES): O=C(C=S)CF

These are the Mulliken partial charges, in e, on atoms 1 to 4: -0.137 0.552 -0.283 0.282